# C51H66N7O2P

7 unconnected molecules or ions with the total composition C51H66N7O2P (the ωB97M-V functional and the def2-TZVPD basis, OMol25).

Geometry as XYZ:
```
127
Properties=species:S:1:pos:R:3:forces:R:3
H 10.57224 -5.02615 -0.74311 0.02 0.00 -0.01
N 10.10518 -5.05769 0.16398 -0.03 0.06 0.03
C 8.86997 -4.79416 0.04071 0.22 0.04 -0.05
C 8.01868 -4.80009 1.27645 0.09 0.04 0.10
C 8.25254 -4.49464 -1.32048 -0.23 -0.11 0.03
P 6.53247 -3.82221 -1.27091 -0.25 -0.09 0.29
C 6.83947 -1.99947 -1.05977 -0.07 -0.11 -0.05
C 6.03267 -1.42969 0.11070 -0.02 0.01 0.06
O 5.64162 -0.08000 -0.04886 0.13 -0.01 0.03
C 4.67631 0.12113 -1.05724 0.03 0.00 -0.10
C 3.85149 1.35458 -0.74379 0.05 0.12 -0.10
O 3.30519 1.38043 0.56308 0.03 -0.06 0.04
C 2.40433 0.36430 0.80481 -0.03 -0.14 0.04
C 2.80129 -0.75477 1.52091 0.05 0.13 0.02
C 1.90704 -1.78426 1.74759 0.00 -0.08 0.04
C 0.59648 -1.73352 1.27269 0.02 -0.04 -0.19
C -0.34282 -2.90781 1.56567 0.05 0.04 0.27
C -0.71032 -2.79057 3.06322 -0.19 0.11 -0.17
C 0.40766 -4.23541 1.39219 -0.19 -0.16 0.00
C -1.66606 -2.86345 0.77232 0.37 0.09 -0.24
C -1.74780 -3.33767 -0.70267 -0.39 0.02 -0.13
C -3.11378 -2.81920 -1.25539 -0.02 -0.39 0.18
C -1.73580 -4.87696 -0.81257 0.47 0.13 -0.09
C -0.64269 -2.77870 -1.60301 -0.14 0.34 0.03
C 0.21558 -0.57961 0.58834 -0.14 -0.19 0.13
C 1.09940 0.45720 0.35128 0.31 0.18 -0.02
H 8.67432 -4.80192 2.14414 -0.02 -0.08 0.00
H 7.36411 -3.92945 1.32869 -0.04 0.02 -0.02
H 7.37845 -5.68349 1.30686 -0.06 0.01 -0.06
H 8.17640 -5.44066 -1.86323 0.09 -0.02 -0.04
H 8.92662 -3.83819 -1.87129 0.04 -0.06 -0.09
H 6.25244 -3.85598 -2.65307 0.23 0.07 -0.11
H 7.90541 -1.82825 -0.91051 0.03 0.10 -0.07
H 6.55259 -1.51069 -1.98973 0.00 0.09 0.02
H 6.63475 -1.45545 1.02115 -0.02 0.01 0.02
H 5.14375 -2.04668 0.29058 -0.07 0.02 -0.06
H 5.15797 0.29602 -2.02861 -0.03 -0.01 -0.03
H 4.04220 -0.76626 -1.17356 -0.07 0.00 0.18
H 4.47461 2.24508 -0.82426 0.01 0.00 0.09
H 3.05627 1.42578 -1.49591 -0.02 0.03 -0.01
H 3.81142 -0.81715 1.89941 0.06 0.06 -0.05
H 2.25747 -2.64454 2.30533 -0.05 -0.03 -0.02
H -1.10694 -1.79752 3.28295 -0.05 0.01 0.01
H -1.47421 -3.52532 3.32663 0.08 -0.08 0.07
H 0.16968 -2.94566 3.68617 0.02 0.00 0.04
H -0.29553 -5.06882 1.42962 -0.03 -0.02 0.09
H 0.93580 -4.29976 0.44097 0.03 0.04 0.00
H 1.12123 -4.37930 2.20260 0.06 0.00 -0.13
H -2.02196 -1.83325 0.79769 -0.12 0.00 0.13
H -2.40325 -3.45032 1.32657 -0.04 -0.01 0.02
H -3.64386 -2.21485 -0.51953 0.03 0.17 -0.07
H -3.78195 -3.64701 -1.49975 0.01 0.00 -0.01
H -2.98021 -2.23964 -2.16764 -0.01 0.11 0.01
H -2.16344 -5.35263 0.06921 -0.21 -0.05 -0.07
H -2.27263 -5.19485 -1.70639 -0.09 -0.04 0.03
H -0.71602 -5.24965 -0.92413 0.00 -0.04 0.12
H -0.75088 -3.19767 -2.60607 0.10 -0.11 0.01
H -0.74231 -1.69635 -1.70664 0.04 0.00 0.01
H 0.35999 -2.97001 -1.22433 0.03 -0.15 -0.05
H -0.79000 -0.46956 0.21124 -0.04 0.01 -0.03
H 0.78794 1.33500 -0.19846 -0.10 0.02 -0.06
C -2.84600 3.48203 -3.35205 0.03 -0.03 0.00
C -1.66994 3.03791 -3.93730 -0.03 0.00 0.01
C -0.69499 2.48332 -3.12210 0.01 0.00 0.01
N -0.82353 2.36052 -1.80285 0.02 -0.01 -0.04
C -1.95752 2.79327 -1.25697 0.03 -0.05 0.07
C -2.99800 3.35413 -1.98087 -0.05 0.08 -0.05
H -3.63255 3.91770 -3.95504 0.00 0.01 0.00
H -1.50882 3.11601 -5.00390 0.01 0.00 0.00
H 0.23578 2.11957 -3.54447 -0.01 0.01 -0.02
H -2.03552 2.68317 -0.18053 -0.01 0.03 0.00
H -3.89850 3.67360 -1.47464 -0.01 -0.05 0.02
C -6.18865 2.34193 3.15446 -0.01 0.00 0.00
C -5.02513 1.74611 2.69334 -0.01 0.01 0.02
C -4.68164 1.91532 1.36119 -0.01 -0.01 -0.04
N -5.40991 2.61918 0.49627 0.04 -0.02 0.02
C -6.52742 3.18540 0.95223 0.05 0.00 -0.13
C -6.95710 3.07673 2.26652 0.02 -0.02 0.02
H -6.49062 2.23400 4.18829 0.00 0.00 0.00
H -4.39462 1.16183 3.34947 0.01 0.00 0.00
H -3.77910 1.46190 0.96465 0.00 -0.02 0.02
H -7.09756 3.74899 0.22303 -0.10 0.09 0.12
H -7.87256 3.55900 2.58013 -0.01 0.01 -0.01
C -9.25043 4.99958 -4.14619 -0.01 0.01 -0.02
C -8.35900 4.02982 -3.71884 0.00 0.02 -0.01
C -8.02748 3.98608 -2.37234 0.01 0.00 0.04
N -8.52237 4.82674 -1.46579 0.02 -0.04 -0.04
C -9.37768 5.75412 -1.89078 0.03 0.02 0.04
C -9.76927 5.88478 -3.21439 -0.06 -0.07 -0.01
H -9.53552 5.06664 -5.18859 -0.01 -0.01 0.00
H -7.92685 3.31933 -4.41006 0.00 -0.01 0.01
H -7.33171 3.23981 -2.00106 0.01 0.00 -0.02
H -9.76271 6.42756 -1.13334 -0.01 0.01 -0.01
H -10.46527 6.66002 -3.50444 0.00 0.01 0.01
C 6.56598 0.40446 4.96165 -0.01 -0.01 0.00
C 6.29169 0.38854 3.60426 0.01 -0.02 0.02
C 7.07298 1.16434 2.75984 0.02 0.06 -0.08
N 8.07554 1.93143 3.18619 0.01 -0.03 0.03
C 8.32647 1.93782 4.49324 0.01 0.01 -0.02
C 7.60733 1.19619 5.41858 -0.01 -0.01 0.00
H 5.97700 -0.18618 5.65184 0.00 0.00 0.00
H 5.48399 -0.20645 3.20089 0.00 0.02 -0.01
H 6.87913 1.17434 1.69298 -0.04 -0.02 0.01
H 9.14641 2.57113 4.81463 0.00 -0.01 0.02
H 7.85856 1.24190 6.46952 0.01 0.01 0.00
C -7.24341 8.92672 -6.88844 0.00 0.00 -0.01
C -6.79446 10.16184 -6.45133 0.00 -0.01 -0.01
C -6.75685 10.40487 -5.08586 0.00 0.01 0.03
N -7.13043 9.51665 -4.16866 -0.01 0.00 -0.02
C -7.56137 8.33330 -4.60241 0.08 0.10 0.03
C -7.63495 7.99101 -5.94440 -0.01 0.00 -0.01
H -7.28623 8.69710 -7.94538 0.00 0.00 0.00
H -6.47851 10.92363 -7.15071 0.01 0.01 0.01
H -6.40919 11.35946 -4.70639 0.00 0.01 -0.02
H -7.85533 7.63018 -3.83388 0.00 -0.06 -0.01
H -7.98895 7.01254 -6.23976 0.00 -0.01 0.01
C 2.54166 -7.69491 5.57539 0.00 0.00 0.00
C 2.00810 -7.83381 4.30433 0.01 0.00 0.02
C 2.06071 -6.74778 3.44387 0.00 0.02 -0.03
N 2.59715 -5.57471 3.77148 0.02 0.01 0.06
C 3.10785 -5.45613 4.99498 0.01 0.03 -0.02
C 3.10506 -6.47999 5.93020 0.00 -0.02 -0.01
H 2.51938 -8.51888 6.27676 0.00 0.00 0.00
H 1.55816 -8.76305 3.98300 0.00 0.00 -0.01
H 1.65234 -6.81749 2.44129 -0.02 -0.01 0.00
H 3.54067 -4.49128 5.23624 0.00 -0.01 0.02
H 3.53515 -6.32550 6.91013 0.00 0.01 0.00
```
Forces are in eV/Å.

Calculated values
Frontier orbital gap, eV: 8.919
F_max, hartree/bohr: 0.0096
DFT total energy, eV: -77769.9173
E_LUMO, eV: 0.56
SMILES: [H]/N=C(/C)CPCCOCCOc1ccc(C(C)(C)CC(C)(C)C)cc1.c1ccncc1.c1ccncc1.c1ccncc1.c1ccncc1.c1ccncc1.c1ccncc1
Charge: 0

Mulliken atomic charge list, values in e, 2 entries:
1. H 0.25
2. N -0.75